{
  "formula": "C3H9N4",
  "method": "wB97M-V/def2-TZVPD",
  "species": ["C", "C", "C", "N", "N", "N", "N", "H", "H", "H", "H", "H", "H", "H", "H", "H"],
  "xyz": [[-0.22926, 1.23599, -0.12948], [0.74471, 0.62325, 0.76484], [1.24603, -1.26612, -0.66406], [-1.53731, 0.56201, -0.15936], [-1.34421, -1.67643, 0.57140], [1.06114, -0.74071, 0.45175], [-1.90850, -0.71237, 0.09582], [-0.40580, 2.14982, 0.31032], [0.22428, 1.42612, -1.13629], [1.70314, 1.25788, 0.83266], [0.40959, 0.56504, 1.77323], [1.26778, -2.44827, -0.70574], [1.38492, -0.60169, -1.64262], [-2.30835, 0.91982, -0.66818], [-0.46197, -1.51757, 1.09428], [-2.83862, -0.89578, -0.32537]],
  "mulliken_charge": [-0.305, -0.667, -0.136, 0.097, -0.725, -0.463, 0.340, 0.325, 0.339, 0.369, 0.380, 0.286, 0.219, 0.258, 0.409, 0.275],
  "e_lumo_ev": [-3.381, -7.978],
  "s_squared": 2.0076,
  "spin_multiplicity": 3,
  "gap_ev": [8.73, 5.89],
  "charge": 1
}


{
  "formula": "C3H6N4O",
  "method": "wB97M-V/def2-TZVPD",
  "species": ["C", "C", "C", "N", "N", "N", "N", "O", "H", "H", "H", "H", "H", "H"],
  "xyz": [[1.13025, 1.15143, 2.28700], [0.31839, 0.25870, 0.64718], [-1.49798, -0.72225, -0.84883], [1.30850, 0.09754, 1.58093], [-0.29403, 1.38296, 0.73023], [0.65669, -0.98067, -1.69288], [-0.12072, -1.10334, -0.59936], [0.21822, 1.96835, 1.84186], [1.85884, 1.48998, 2.97239], [-2.04265, -0.40174, 0.09512], [-1.62438, 0.25873, -1.42483], [-1.96756, -1.65275, -1.39057], [1.50727, -1.50616, -1.72863], [0.54917, -0.24076, -2.46961]],
  "mulliken_charge": [0.078, 0.338, -0.772, -0.491, -0.262, -0.419, 0.006, -0.148, 0.393, 0.274, 0.304, 0.278, 0.192, 0.228],
  "e_lumo_ev": 1.008,
  "gap_ev": 9.79,
  "charge": 0
}


{
  "formula": "C5H10NOS",
  "method": "wB97M-V/def2-TZVPD",
  "species": ["C", "C", "S", "C", "N", "C", "C", "O", "H", "H", "H", "H", "H", "H", "H", "H", "H", "H"],
  "xyz": [[-0.73554, 0.12943, 1.62692], [-1.40391, 1.41853, 1.44707], [-1.43019, 2.11228, 3.16439], [0.51149, -0.36305, 0.73825], [-0.05994, -0.75462, -0.68233], [0.70427, -0.15683, -1.79495], [1.46341, -1.38209, -2.59608], [1.88439, -1.10895, -3.68752], [-0.19856, 0.11295, 2.68690], [-1.37510, -0.78226, 1.93079], [-2.43050, 1.42571, 1.29629], [-1.04518, 2.22766, 0.94927], [1.40973, 0.21307, 0.82258], [0.76046, -1.42030, 1.05328], [-0.97763, -0.44617, -0.77871], [1.52611, 0.59501, -1.56705], [-0.05319, 0.40992, -2.58487], [1.44988, -2.23029, -2.02423]],
  "mulliken_charge": [-0.740, -0.572, -0.731, -0.573, -0.424, -0.349, -0.047, -0.501, 0.297, 0.268, 0.239, 0.295, 0.408, 0.212, 0.281, 0.240, 0.256, 0.440],
  "e_lumo_ev": 3.175,
  "gap_ev": 5.50,
  "charge": -1,
  "smiles": "O=CCNCCC[S-]"
}


Record order is preserved below.
Largest force on an atom: 9.2; 4.6; 7.0 eV/Å
Record order is preserved below.
ΔE to the lowest compared entry with this formula, charge and spin: 4.239; 5.465; 4.049 eV